15
Properties=species:S:1:pos:R:3:forces:R:3:mulliken_charge:R:1 method="wB97M-V/def2-TZVPD" e_lumo_ev="0.017 / 0.017" orbital_gap_ha="0.2830 / 0.2830" total_charge=0
C -1.319492 0.509112 0.791642 -0.13 0.10 0.07 -1.19
C -1.028028 -0.948205 -0.762291 0.06 -0.10 -0.10 -0.44
O 0.008649 -0.533421 -1.424860 -0.19 -0.04 0.03 -0.27
C 1.204481 -0.594390 -0.585671 0.04 0.12 0.39 0.41
O 1.520691 -1.644666 -0.055466 -0.09 0.28 -0.17 -0.65
C 1.419863 0.734646 -0.218796 0.13 -0.07 -0.43 -0.34
O 2.341575 1.006938 0.764971 -0.04 -0.20 0.15 -0.52
H -0.955880 0.914334 1.748699 -0.01 -0.06 -0.09 0.40
H -1.861267 1.304359 0.274254 0.09 -0.13 0.05 0.32
H -2.025604 -0.270605 1.097121 0.13 0.09 -0.07 0.32
H -1.984956 -0.786952 -1.249429 0.11 0.02 0.07 0.42
H -0.898038 -1.802690 -0.103169 -0.03 0.10 -0.03 0.40
H 1.257552 1.549180 -0.915022 -0.02 -0.14 0.08 0.44
H -0.122877 0.523212 0.366043 -0.08 -0.12 0.05 0.38
H 2.573104 0.154670 1.165447 0.04 0.14 0.00 0.33

---

15
Properties=species:S:1:pos:R:3:forces:R:3:mulliken_charge:R:1 method="wB97M-V/def2-TZVPD" e_lumo_ev=0.845 smiles=OCC[C@]1(O)CO1 orbital_gap_ha=0.4066 total_charge=0
O 2.046355 1.526556 -0.982155 0.32 0.06 0.00 -0.51
C 1.379104 0.449498 -0.353084 -0.23 -0.33 0.22 -0.40
C -0.098985 0.604692 -0.666304 0.02 0.00 -0.04 -0.63
C -0.969047 -0.426770 0.013043 0.17 0.26 0.07 0.96
O -2.165793 -0.556037 -0.662957 -0.13 -0.23 0.06 -0.52
C -0.883030 -0.741921 1.439829 -0.11 0.14 0.24 -0.68
O -0.370586 -1.635381 0.435201 0.09 -0.15 -0.13 -0.47
H 2.993997 1.407011 -0.851228 -0.14 0.08 -0.06 0.31
H 1.545589 0.464067 0.735700 -0.01 0.04 -0.17 0.26
H 1.734424 -0.522146 -0.723060 -0.04 0.18 0.02 0.29
H -0.243716 0.524161 -1.748278 -0.01 -0.02 0.13 0.32
H -0.430623 1.606848 -0.372009 0.03 -0.14 -0.03 0.26
H -2.623142 -1.329490 -0.303903 0.01 0.15 -0.08 0.34
H -0.136251 -0.278859 2.084899 -0.09 -0.08 -0.14 0.23
H -1.778295 -1.092230 1.954306 0.12 0.03 -0.08 0.23

---

15
Properties=species:S:1:pos:R:3:forces:R:3:mulliken_charge:R:1 method="wB97M-V/def2-TZVPD" e_lumo_ev=0.746 smiles="CC(=O)COC=O.[H][H]" orbital_gap_ha=0.4026 total_charge=0
C -0.891221 1.250157 -1.317242 -0.08 0.03 -0.02 -1.09
C -0.925314 0.642485 0.061006 -0.21 0.07 0.20 0.59
O -1.889395 0.711136 0.792193 0.40 0.00 -0.32 -0.54
C 0.322504 -0.058683 0.573857 -0.10 -0.01 0.18 -0.21
O 1.204983 -0.342251 -0.514810 0.08 -0.03 -0.05 -0.26
C 2.469612 -0.629689 -0.177536 0.19 -0.03 0.33 0.14
O 2.900729 -0.657939 0.943207 -0.17 0.00 -0.48 -0.48
H -0.794621 0.461558 -2.070816 -0.01 0.08 0.11 0.30
H -0.018504 1.901199 -1.433435 -0.10 -0.09 0.05 0.32
H -1.811146 1.813860 -1.478861 0.13 -0.09 0.01 0.33
H 0.826168 0.584402 1.304314 -0.11 -0.05 -0.08 0.31
H 0.035814 -0.982927 1.085188 0.04 0.14 -0.08 0.24
H 3.050089 -0.832322 -1.089218 -0.04 0.02 0.13 0.36
H -2.279528 -1.561784 1.628031 -0.01 -0.07 0.02 -0.19
H -2.200177 -2.299198 1.694124 -0.01 0.02 0.00 0.19

---

15
Properties=species:S:1:pos:R:3:forces:R:3:mulliken_charge:R:1 method="wB97M-V/def2-TZVPD" e_lumo_ev=0.523 smiles="O=CCCC=O.O" orbital_gap_ha=0.3939 total_charge=0
O 1.493525 0.986168 -0.979095 0.90 -0.05 0.33 -0.47
C 0.605157 0.541330 -0.306895 -1.19 0.86 -0.73 -0.11
C 0.763387 -0.154931 0.999527 1.34 -1.26 -0.02 -0.56
C -0.350347 -0.865055 1.753994 -0.51 -0.25 -0.45 -0.33
C 0.102362 -1.269064 3.132945 -0.90 -0.39 -0.51 -0.04
O -0.704004 -1.551929 3.977714 0.56 0.08 0.37 -0.46
H -0.393591 0.666060 -0.760445 -0.49 -0.36 0.48 0.33
H 1.419732 -0.981730 0.662897 0.02 0.14 0.18 0.28
H 1.453077 0.364316 1.670321 -0.28 0.54 -0.13 0.40
H -0.580227 -1.808107 1.236714 0.17 -0.01 0.10 0.26
H -1.349886 -0.437740 1.852663 0.28 0.67 -0.05 0.36
H 1.195053 -1.375796 3.247429 0.10 0.04 0.42 0.35
O -1.158351 1.776596 -5.788670 -0.77 0.91 -2.31 -0.64
H -1.594028 2.647177 -5.745327 0.46 -0.77 0.48 0.32
H -0.901854 1.462704 -4.953774 0.32 -0.14 1.84 0.31

---

15
Properties=species:S:1:pos:R:3:forces:R:3:mulliken_charge:R:1 method="wB97M-V/def2-TZVPD" e_lumo_ev=0.782 smiles="C[C@@H](O)COC=O" orbital_gap_ha=0.4145 total_charge=0
C 1.044041 -0.451565 -0.880102 0.07 -0.03 -0.03 -1.34
C 0.736431 0.364144 0.364673 -0.16 -0.32 -0.04 0.49
O 1.606783 1.488390 0.373610 0.06 0.16 0.25 -0.57
C -0.719728 0.871969 0.381984 0.11 0.16 0.08 -0.57
O -1.619276 0.067971 -0.399162 0.00 -0.17 -0.05 -0.32
C -1.698595 -1.225457 -0.093210 0.01 -0.23 0.30 0.09
O -1.199954 -1.766225 0.860961 -0.31 0.32 -0.33 -0.47
H 0.744705 0.080935 -1.788565 0.08 -0.07 0.12 0.32
H 0.530126 -1.413907 -0.832782 0.18 0.17 -0.14 0.37
H 2.113866 -0.658634 -0.922350 -0.04 0.11 0.01 0.38
H 0.915225 -0.261923 1.247302 0.00 0.11 -0.12 0.25
H 1.661952 1.825895 1.275074 0.03 0.00 -0.14 0.33
H -0.742089 1.846754 -0.109558 0.01 -0.13 0.08 0.33
H -1.106647 0.971090 1.403000 0.06 -0.08 -0.15 0.34
H -2.266840 -1.739438 -0.880873 -0.11 -0.01 0.17 0.36

---

15
Properties=species:S:1:pos:R:3:forces:R:3:mulliken_charge:R:1 method="wB97M-V/def2-TZVPD" e_lumo_ev=0.610 smiles="C=C(OC)OCO" orbital_gap_ha=0.3069 total_charge=0
C 0.406717 -0.564728 1.407146 -0.29 0.03 0.78 -0.95
C -0.384847 -0.024742 0.474734 0.51 -0.50 0.50 0.73
O -1.726075 -0.210464 0.568156 0.39 0.17 -0.15 -0.35
C -2.626787 0.080418 -0.480323 -0.06 0.10 -0.34 -0.62
O 0.177791 0.667524 -0.529257 1.65 -0.76 0.37 -0.52
C 1.787462 0.059323 -0.754237 -1.10 0.55 -0.51 -0.33
O 2.880276 0.178103 0.063957 -1.00 0.57 0.15 -0.45
H 1.329547 -0.051094 1.623388 0.13 -0.60 -0.10 0.32
H 0.029484 -1.306609 2.079638 -0.24 0.04 0.45 0.30
H -2.558583 -0.663149 -1.280782 0.03 0.10 0.00 0.27
H -3.628057 0.032406 -0.035832 0.30 0.02 -0.12 0.23
H -2.458357 1.081230 -0.883347 -0.01 -0.09 -0.04 0.28
H 1.626543 -1.014892 -0.873414 -0.47 0.53 -0.07 0.44
H 1.839243 0.705455 -1.601986 0.42 -0.06 -0.81 0.29
H 3.274387 1.061671 0.024965 -0.27 -0.09 -0.10 0.35

---

16
Properties=species:S:1:pos:R:3:forces:R:3:mulliken_charge:R:1 method="wB97M-V/def2-TZVPD" e_lumo_ev=0.717 orbital_gap_ha=0.3687 total_charge=0
C -2.107464 2.520898 1.790914 1.05 2.59 1.26 -0.56
C -0.862489 2.395569 1.398522 1.33 -0.04 1.30 -0.20
C 2.112392 -1.773339 -1.288584 -2.08 1.02 -0.38 -0.63
C 0.691000 -2.254471 -1.645700 -0.38 -2.57 2.18 0.14
O -1.356518 -0.087819 0.664956 0.84 -0.16 -1.74 -0.49
O 1.062155 0.817335 0.403095 -2.59 0.88 -0.26 -0.61
O -0.426385 -1.857487 -1.319634 1.81 0.40 -0.82 -0.56
S -0.394435 1.188540 0.137751 2.04 -1.50 0.76 0.57
H -2.521103 3.318852 2.454352 0.69 -0.98 -0.45 0.24
H -2.703540 1.821738 1.396221 -3.02 -2.16 -1.33 0.31
H -0.053877 2.912823 1.949488 -0.14 -0.17 -1.10 0.32
H 2.326698 -1.246019 -2.236564 0.85 -0.25 0.27 0.26
H 2.780446 -2.672589 -1.092916 -0.87 1.48 -0.19 0.33
H 1.961953 -0.949091 -0.531650 0.77 -1.08 -0.41 0.15
H 0.735916 -3.338661 -1.989851 -0.23 0.97 -0.63 0.29
H -1.244749 -0.796280 -0.090400 -0.06 1.57 1.55 0.47

---

16
Properties=species:S:1:pos:R:3:forces:R:3:mulliken_charge:R:1 method="wB97M-V/def2-TZVPD" e_lumo_ev=0.561 orbital_gap_ha=0.3058 total_charge=0
C -1.887562 -1.111782 0.149551 0.23 0.13 0.08 -0.02
O -0.688400 -0.485642 -1.314556 -0.27 0.13 0.19 -0.63
O -2.045950 -0.176348 0.969786 0.27 0.26 -0.25 -0.64
H -0.928951 0.583942 1.207705 0.28 -0.26 -0.10 0.43
H -1.090580 0.268928 -1.771734 -0.11 -0.08 0.01 0.32
H -2.717090 -1.375599 -0.517011 0.17 0.07 -0.04 0.29
H -1.164013 -1.908682 0.349265 0.01 0.10 -0.13 0.28
C 0.737313 1.157155 0.219947 -0.87 0.07 0.01 0.72
C 0.859734 0.008981 -0.660931 0.65 -0.18 0.67 0.17
C 1.461800 -0.936202 0.182099 -0.14 0.37 -0.26 -1.08
O 1.434885 2.248374 -0.094182 -0.02 -0.42 0.19 -0.45
O -0.044066 1.245377 1.236436 0.07 -0.06 -0.35 -0.57
H 1.308944 2.909413 0.603672 -0.05 -0.08 0.00 0.37
H 1.425173 0.251325 -1.554965 -0.22 -0.09 -0.08 0.21
H 2.243829 -1.581071 -0.188420 -0.06 -0.07 -0.05 0.27
H 1.094932 -1.098168 1.183339 0.06 0.12 0.10 0.33

---

16
Properties=species:S:1:pos:R:3:forces:R:3:mulliken_charge:R:1 method="wB97M-V/def2-TZVPD" e_lumo_ev=0.658 orbital_gap_ha=0.3595 total_charge=0
C 0.480184 -0.028243 -0.624305 -2.16 0.71 4.32 0.26
C 0.060155 -1.479759 0.880124 -0.30 0.28 0.30 -0.66
C -0.764314 0.537021 -1.535729 3.52 -1.67 -0.66 -1.27
C -0.160569 0.047859 0.968927 1.61 -0.21 -2.05 1.23
O 0.549029 -1.434600 -0.477293 0.10 0.13 -0.76 -0.44
O 1.660097 0.650929 -0.782544 -0.30 -0.33 -0.68 -0.56
O 0.789219 0.720432 1.759266 -0.24 -0.06 0.40 -0.59
O -1.370038 0.563426 0.983027 -0.96 0.30 -2.33 -0.77
H 2.025532 0.791113 0.108291 -0.25 0.07 -0.01 0.37
H 0.290580 1.371227 2.269818 0.11 0.05 -0.06 0.33
H 0.155181 0.053867 -2.110241 -1.30 0.93 -0.85 0.30
H 0.815303 -1.863612 1.567562 0.01 -0.04 -0.11 0.28
H -0.869399 -2.047537 0.951455 0.09 -0.04 -0.02 0.27
H -1.467051 -0.200338 -1.923463 -0.35 0.53 0.04 0.46
H -1.543276 0.721079 -0.292712 0.88 -0.46 2.94 0.37
H -0.650632 1.597135 -1.742183 -0.46 -0.18 -0.49 0.42

---

17
Properties=species:S:1:pos:R:3:forces:R:3:mulliken_charge:R:1 method="wB97M-V/def2-TZVPD" e_lumo_ev="-0.185 / -0.735" orbital_gap_ha="0.3196 / 0.2684" total_charge=0
C 0.035466 -1.008145 0.275584 -3.50 0.10 -0.53 -0.35
C 1.742636 0.500655 1.007431 1.22 -1.12 -0.25 -1.17
C 1.560825 -0.363802 -1.390989 -1.01 -4.53 -0.82 -1.74
C 0.821325 0.182079 -0.218804 1.18 -0.27 0.80 1.65
O -3.781387 -0.889131 0.791158 -0.08 -0.75 -0.20 -0.45
O -3.169829 1.461546 1.045258 0.17 0.96 0.99 -0.44
O -1.168491 -1.098360 0.218802 2.60 -0.62 0.42 -0.31
O 0.111670 1.341617 -0.669318 0.10 -1.58 0.89 -0.50
S -3.197385 0.428365 0.040634 -0.68 -0.61 -1.20 0.56
H 1.096102 0.918128 1.834609 1.06 0.19 -0.98 0.34
H 2.633912 1.131976 0.571022 -1.79 -0.89 1.51 0.29
H 2.138382 -0.528415 1.456492 -0.55 2.22 -1.13 0.30
H 0.972435 -0.655493 -2.290166 -0.41 0.71 0.80 0.37
H 2.137685 -1.335564 -1.285982 -0.49 1.24 0.81 0.35
H 2.196931 0.334868 -1.688523 2.99 3.10 -1.44 0.51
H -3.522579 -1.726351 0.339062 0.00 0.86 0.33 0.37
H -0.607692 1.306026 -0.036275 -0.81 1.01 0.01 0.23

---

Computed values of energy relative to the best compared isomer or geometry (same formula, charge and spin) (unit: kcal per mole) for the preceding records, in sequence: 127.5; 51.1; 44.1; 52.9; 26.5; 90.1; 75.2; 120.9; 135.0; 75.6.
Computed values of max |F| (unit: eV/A) for the preceding records, in sequence: 0.5; 0.5; 0.5; 2.6; 0.5; 1.9; 4.0; 0.9; 4.9; 4.7.
Computed values of E_tot (unit: eV) for the preceding records, in sequence: -10415.47408; -10418.78663; -10419.09216; -10418.71105; -10419.85391; -10417.09812; -21252.45711; -12463.91674; -12463.30403; -23298.78979.